Record 1
C52H57N3O2PPt as an isolated structure, computed with the ωB97M-V functional and the def2-TZVPD basis.

Highest occupied orbital energy ... -4.71 eV
Orbital gap ... 7.26 eV

The geometry in ORCA input format:
```
! wB97M-V def2-TZVPD RIJCOSX def2/J DEFGRID3
* xyz -1 1
Pt -0.498 -0.222 -0.530
C 3.444 -3.310 1.360
C 3.514 -1.993 0.578
C 4.896 -1.370 0.765
C 3.148 -2.268 -0.868
C 4.155 -2.681 -1.739
C 3.873 -3.123 -3.017
C 2.555 -3.167 -3.432
C 1.526 -2.749 -2.598
C 0.093 -2.903 -3.080
C -0.353 -4.364 -2.961
C -0.096 -2.432 -4.521
C 1.827 -2.275 -1.312
N 0.719 -1.927 -0.481
C 0.134 -2.996 0.095
O 0.606 -4.129 0.213
C -1.302 -2.771 0.527
C -2.162 -3.760 0.972
C -3.505 -3.429 1.143
C -3.971 -2.160 0.822
C -3.051 -1.222 0.372
N -1.773 -1.553 0.295
C -3.403 0.119 -0.243
O -4.600 0.406 -0.336
N -2.349 0.820 -0.702
C -2.688 1.914 -1.555
C -2.756 1.661 -2.930
C -3.042 2.702 -3.807
C -3.268 3.985 -3.350
C -3.239 4.215 -1.990
C -2.974 3.199 -1.073
C -3.004 3.627 0.387
C -1.581 3.835 0.906
C -3.840 2.759 1.322
C -2.597 0.254 -3.476
C -3.946 -0.468 -3.467
C -2.014 0.216 -4.891
H 3.548 -3.132 2.432
H 4.264 -3.959 1.045
H 2.510 -3.837 1.175
H 2.775 -1.288 0.980
H 5.683 -2.116 0.658
H 4.984 -0.953 1.768
H 5.078 -0.573 0.053
H 5.178 -2.675 -1.397
H 4.668 -3.451 -3.672
H 2.325 -3.547 -4.414
H -0.549 -2.291 -2.438
H 0.209 -4.984 -3.664
H -1.413 -4.458 -3.206
H -0.185 -4.753 -1.958
H 0.474 -3.041 -5.220
H 0.208 -1.394 -4.650
H -1.146 -2.528 -4.806
H -1.776 -4.755 1.146
H -4.201 -4.182 1.494
H -5.014 -1.887 0.879
H -3.089 2.510 -4.864
H -3.477 4.790 -4.042
H -3.440 5.208 -1.610
H -3.491 4.608 0.380
H -1.002 2.913 0.850
H -1.588 4.167 1.948
H -1.061 4.589 0.314
H -3.335 1.830 1.576
H -4.793 2.494 0.873
H -4.022 3.309 2.249
H -1.912 -0.293 -2.811
H -4.625 0.007 -4.179
H -4.419 -0.435 -2.484
H -3.820 -1.509 -3.765
H -2.723 0.596 -5.626
H -1.795 -0.813 -5.175
H -1.096 0.798 -4.968
C 1.391 4.407 2.262
C 1.621 3.459 3.408
C 2.097 3.979 4.608
C 2.393 3.167 5.688
C 2.222 1.796 5.570
C 1.744 1.272 4.382
C 1.419 2.079 3.294
P 0.683 1.371 1.756
C -0.360 0.080 2.635
C -1.559 0.710 2.980
C -2.570 0.054 3.656
C -2.409 -1.280 3.992
C -1.218 -1.909 3.681
C -0.177 -1.251 3.027
C 1.102 -2.008 2.828
C 2.190 1.316 0.671
C 3.405 1.718 1.247
C 4.478 2.133 0.477
C 4.381 2.099 -0.902
C 3.199 1.674 -1.479
C 2.080 1.298 -0.738
C 0.818 0.979 -1.499
H 2.305 4.964 2.048
H 0.612 5.131 2.507
H 1.092 3.884 1.354
H 2.244 5.050 4.685
H 2.764 3.599 6.609
H 2.462 1.137 6.393
H 1.619 0.205 4.298
H -1.696 1.742 2.694
H -3.487 0.579 3.885
H -3.203 -1.826 4.483
H -1.077 -2.950 3.946
H 0.916 -3.072 2.682
H 1.748 -1.910 3.705
H 1.643 -1.641 1.963
H 3.517 1.736 2.318
H 5.394 2.446 0.963
H 5.217 2.391 -1.524
H 3.110 1.646 -2.558
H 1.119 0.427 -2.406
H 0.359 1.916 -1.854
*
```

Atomic partial charges in e from the Löwdin method, atoms 1 to 99:
1 Pt 1.0783
2 C -0.0589
3 C -0.3617
4 C -0.0709
5 C -0.1180
6 C -0.0379
7 C -0.0788
8 C -0.0427
9 C -0.1256
10 C -0.3574
11 C -0.0472
12 C -0.0766
13 C -0.1615
14 N -0.0207
15 C -0.5021
16 O 0.0132
17 C -0.1784
18 C 0.0093
19 C -0.0429
20 C 0.0153
21 C -0.1582
22 N -0.0084
23 C -0.5050
24 O 0.0121
25 N -0.0107
26 C -0.1624
27 C -0.1292
28 C -0.0442
29 C -0.0878
30 C -0.0507
31 C -0.1197
32 C -0.3536
33 C -0.0961
34 C -0.0666
35 C -0.3591
36 C -0.0410
37 C -0.0841
38 H 0.0758
39 H 0.0838
40 H 0.0566
41 H 0.0827
42 H 0.0685
43 H 0.0798
44 H 0.0663
45 H 0.1003
46 H 0.0946
47 H 0.0989
48 H 0.1001
49 H 0.0792
50 H 0.0769
51 H 0.0656
52 H 0.0685
53 H 0.0771
54 H 0.0671
55 H 0.1189
56 H 0.1043
57 H 0.1176
58 H 0.0948
59 H 0.0934
60 H 0.1032
61 H 0.1165
62 H -0.0022
63 H 0.0786
64 H 0.0829
65 H 0.0353
66 H 0.0773
67 H 0.0819
68 H 0.0946
69 H 0.0836
70 H 0.0624
71 H 0.0753
72 H 0.0684
73 H 0.0350
74 H 0.0874
75 C -0.0624
76 C -0.2744
77 C -0.0624
78 C -0.0985
79 C -0.0900
80 C -0.0818
81 C -0.3227
82 P 1.1253
83 C -0.3176
84 C -0.1304
85 C -0.0823
86 C -0.0875
87 C -0.0618
88 C -0.2828
89 C -0.0586
90 C -0.3076
91 C -0.1139
92 C -0.1108
93 C -0.0992
94 C -0.0573
95 C -0.3055
96 C -0.3221
97 H 0.0848
98 H 0.0781
99 H 0.0397

---

Record 2
A 15-piece molecular cluster, C52H59F8N7O24 overall in a non-equilibrium geometry, computed with the ωB97M-V functional and the def2-TZVPD basis.

Highest occupied orbital energy ... -7.79 eV
Orbital gap ... 7.43 eV

The geometry in ORCA input format:
```
! wB97M-V def2-TZVPD RIJCOSX def2/J DEFGRID3
* xyz 0 1
C 2.499 4.050 0.858
C 1.657 4.992 -0.092
O 1.932 6.268 0.401
C 2.905 6.240 1.321
O 3.285 7.218 2.024
O 3.392 4.976 1.401
F 0.403 4.685 0.013
H 3.113 3.266 0.414
H 1.760 3.481 1.422
H 2.053 5.060 -1.105
C 0.951 2.106 -6.852
C 2.430 2.043 -6.428
O 3.105 2.588 -7.598
C 2.221 3.307 -8.332
O 2.551 4.142 -9.236
O 0.890 3.006 -7.987
F 2.677 0.788 -6.268
H 0.331 2.524 -6.058
H 0.533 1.243 -7.370
H 2.565 2.588 -5.494
C -3.647 3.215 0.576
C -5.126 3.639 0.713
O -5.806 2.529 1.282
C -5.037 1.423 0.988
O -5.258 0.335 1.376
O -3.734 1.810 0.533
F -5.608 3.918 -0.466
H -3.022 3.536 1.410
H -3.080 3.551 -0.292
H -5.024 4.597 1.224
C -2.128 -5.869 -0.318
C -1.826 -4.444 -0.729
O -2.926 -3.687 -0.341
C -3.840 -4.517 0.327
O -4.983 -4.250 0.687
O -3.239 -5.694 0.567
F -1.638 -4.590 -2.009
H -1.232 -6.356 0.067
H -2.376 -6.473 -1.191
H -0.912 -3.956 -0.391
C 4.626 -1.256 4.525
C 5.266 -0.405 5.521
O 4.528 0.841 5.332
C 3.755 0.778 4.243
O 3.230 1.734 3.646
O 3.546 -0.458 4.012
F 6.544 -0.309 5.141
H 4.286 -2.213 4.921
H 5.288 -1.435 3.678
H 5.224 -0.839 6.520
C 1.195 -2.597 -1.720
C 2.483 -1.774 -1.873
O 2.203 -0.984 -3.004
C 1.236 -1.664 -3.774
O 0.790 -1.303 -4.868
O 0.628 -2.668 -3.038
F 3.367 -2.742 -2.151
H 0.536 -2.000 -1.089
H 1.271 -3.567 -1.230
H 2.756 -1.269 -0.946
C 7.609 2.453 1.394
C 6.147 2.088 1.024
O 6.030 0.653 1.209
C 7.119 0.154 1.672
O 7.235 -1.075 1.789
O 8.023 1.102 1.947
F 6.010 2.191 -0.219
H 7.483 3.158 2.216
H 8.216 2.739 0.535
H 5.489 2.784 1.544
C -0.413 -5.436 4.843
C -1.139 -6.195 3.801
O -1.592 -5.160 3.019
C -1.843 -4.124 3.819
O -2.635 -3.155 3.538
O -1.199 -4.322 4.974
F -2.133 -6.944 4.383
H 0.557 -5.075 4.500
H -0.234 -5.980 5.770
H -0.475 -6.850 3.236
N 3.232 -5.595 3.221
C 2.947 -4.455 2.567
C 1.885 -4.781 1.682
C 1.547 -6.126 1.898
C 2.411 -6.583 2.886
H 3.779 -5.508 4.065
H 3.451 -3.501 2.605
H 1.434 -4.121 0.956
H 0.816 -6.682 1.329
H 2.348 -7.500 3.454
N -3.837 -0.893 -4.095
C -4.508 -0.100 -3.143
C -3.846 1.115 -3.097
C -2.607 0.926 -3.742
C -2.658 -0.213 -4.433
H -3.935 -1.896 -4.164
H -5.214 -0.513 -2.438
H -3.938 1.882 -2.342
H -1.863 1.695 -3.893
H -1.958 -0.704 -5.094
N -1.231 0.031 -0.785
C 0.013 0.541 -0.679
C 0.614 0.100 0.521
C -0.364 -0.764 1.112
C -1.463 -0.749 0.282
H -1.865 0.205 -1.552
H 0.509 1.057 -1.488
H 1.612 0.394 0.812
H -0.357 -1.061 2.150
H -2.357 -1.351 0.340
N 3.889 5.050 -3.829
C 2.876 4.156 -3.555
C 3.549 2.988 -3.096
C 4.916 3.204 -3.329
C 5.128 4.464 -3.870
H 3.683 5.970 -4.191
H 1.835 4.348 -3.771
H 3.097 2.111 -2.656
H 5.572 2.405 -3.015
H 6.032 5.024 -4.057
N -1.530 5.087 -4.742
C -0.887 6.009 -3.939
C -1.608 6.198 -2.816
C -2.734 5.390 -2.796
C -2.573 4.641 -3.998
H -1.265 4.703 -5.638
H 0.111 6.308 -4.225
H -1.200 6.841 -2.050
H -3.289 5.169 -1.897
H -3.203 3.807 -4.270
N -6.389 -2.373 -0.937
C -7.310 -1.407 -0.928
C -8.249 -1.674 -1.956
C -7.813 -2.847 -2.612
C -6.588 -3.233 -2.009
H -5.785 -2.554 -0.148
H -7.145 -0.469 -0.418
H -9.009 -1.045 -2.395
H -8.331 -3.205 -3.489
H -5.947 -4.077 -2.213
N -2.871 -1.424 7.272
C -1.979 -0.406 7.302
C -1.902 0.033 8.664
C -2.937 -0.622 9.325
C -3.497 -1.575 8.481
H -3.165 -1.972 6.476
H -1.415 -0.148 6.418
H -1.141 0.687 9.065
H -3.149 -0.218 10.305
H -4.204 -2.357 8.716
*
```

Atomic partial charges in e from the Löwdin method, atoms 1 to 99:
1 C -0.0537
2 C -0.3485
3 O 0.1394
4 C -0.4713
5 O 0.1041
6 O 0.0589
7 F 0.1239
8 H 0.1216
9 H 0.1339
10 H 0.1483
11 C -0.0407
12 C -0.3219
13 O 0.1322
14 C -0.4390
15 O 0.0793
16 O 0.0200
17 F 0.1270
18 H 0.1192
19 H 0.1472
20 H 0.1337
21 C -0.0878
22 C -0.3512
23 O 0.1502
24 C -0.4656
25 O 0.1870
26 O 0.0136
27 F 0.1067
28 H 0.1353
29 H 0.1176
30 H 0.1684
31 C -0.0309
32 C -0.3832
33 O 0.1179
34 C -0.4452
35 O 0.1422
36 O 0.0781
37 F 0.1037
38 H 0.1239
39 H 0.1448
40 H 0.1498
41 C -0.0485
42 C -0.2885
43 O 0.1479
44 C -0.5858
45 O 0.1120
46 O 0.1054
47 F 0.0968
48 H 0.1393
49 H 0.1365
50 H 0.1761
51 C -0.0836
52 C -0.3140
53 O 0.1042
54 C -0.4185
55 O 0.1154
56 O 0.0649
57 F 0.0739
58 H 0.0896
59 H 0.1202
60 H 0.1639
61 C 0.0538
62 C -0.3525
63 O 0.1553
64 C -0.6053
65 O 0.0998
66 O 0.0676
67 F 0.1398
68 H 0.1343
69 H 0.1427
70 H 0.1631
71 C -0.1004
72 C -0.3245
73 O 0.1382
74 C -0.4559
75 O 0.0922
76 O 0.1016
77 F 0.0817
78 H 0.1318
79 H 0.1562
80 H 0.1467
81 N -0.0002
82 C -0.1073
83 C -0.0823
84 C -0.1236
85 C -0.1538
86 H 0.1595
87 H 0.1046
88 H 0.0716
89 H 0.0891
90 H 0.1192
91 N 0.0452
92 C -0.0838
93 C -0.1144
94 C -0.1776
95 C -0.1326
96 H 0.1393
97 H 0.0899
98 H 0.0837
99 H 0.0870

---

Record 3
A 12-piece molecular cluster, C52H62BrN12O3 overall in a non-equilibrium geometry, computed with the ωB97M-V functional and the def2-TZVPD basis.

Highest occupied orbital energy ... -9.18 eV
Orbital gap ... 3.53 eV

The geometry in ORCA input format:
```
! wB97M-V def2-TZVPD RIJCOSX def2/J DEFGRID3
* xyz 1 1
O 4.221 -3.440 -2.478
C 4.399 -2.289 -2.718
Br 4.892 -1.823 -4.564
C 4.190 -1.250 -1.559
O 3.620 0.011 -2.008
C 2.291 0.120 -1.611
O 1.852 1.017 -0.971
C 1.351 -1.046 -2.076
C 1.407 -1.427 -3.489
C 0.582 -2.527 -3.930
N -0.243 -3.164 -3.039
C -0.341 -2.821 -1.707
C 0.455 -1.751 -1.141
H 5.215 -0.994 -1.162
H 3.610 -1.698 -0.715
H 2.096 -0.867 -4.159
H 0.660 -2.827 -5.006
H -0.812 -3.930 -3.412
H -1.057 -3.371 -1.053
H 0.406 -1.470 -0.065
N -1.220 0.078 2.646
C -0.915 -1.188 3.074
C -2.076 -1.790 3.479
C -3.126 -0.855 3.284
C -2.566 0.287 2.768
H -0.558 0.749 2.296
H 0.102 -1.549 3.052
H -2.164 -2.791 3.871
H -4.174 -1.003 3.498
H -3.008 1.227 2.477
N 7.871 -1.474 -1.786
C 8.312 -2.762 -1.626
C 9.432 -2.728 -0.838
C 9.676 -1.369 -0.504
C 8.697 -0.619 -1.100
H 7.068 -1.199 -2.322
H 7.792 -3.587 -2.087
H 10.013 -3.584 -0.533
H 10.480 -0.986 0.105
H 8.515 0.444 -1.097
N -6.113 0.968 3.983
C -6.486 1.842 4.971
C -7.712 1.451 5.442
C -8.093 0.293 4.716
C -7.087 0.018 3.825
H -5.260 1.017 3.456
H -5.848 2.666 5.250
H -8.273 1.941 6.222
H -9.003 -0.275 4.834
H -6.979 -0.769 3.094
N -11.167 -0.707 2.499
C -11.596 -1.679 1.636
C -12.878 -2.018 1.985
C -13.239 -1.216 3.098
C -12.164 -0.415 3.390
H -10.260 -0.273 2.480
H -10.954 -2.045 0.851
H -13.490 -2.759 1.496
H -14.180 -1.224 3.625
H -12.023 0.333 4.153
N -4.383 -2.991 1.427
C -4.778 -4.273 1.697
C -5.606 -4.685 0.683
C -5.712 -3.611 -0.237
C -4.944 -2.581 0.247
H -3.772 -2.432 2.006
H -4.437 -4.780 2.586
H -6.083 -5.650 0.611
H -6.285 -3.595 -1.151
H -4.751 -1.595 -0.144
N 11.913 1.658 -1.882
C 12.352 0.371 -1.721
C 13.472 0.403 -0.932
C 13.717 1.761 -0.598
C 12.738 2.511 -1.196
H 11.110 1.932 -2.420
H 11.830 -0.452 -2.182
H 14.051 -0.454 -0.626
H 14.520 2.143 0.012
H 12.558 3.575 -1.194
N -7.733 5.269 2.543
C -8.144 3.963 2.518
C -9.409 3.930 1.991
C -9.774 5.266 1.680
C -8.719 6.068 2.029
H -6.845 5.591 2.884
H -7.504 3.174 2.878
H -10.008 3.044 1.843
H -10.704 5.600 1.249
H -8.585 7.136 1.958
N -6.267 3.551 8.360
C -6.782 3.168 9.569
C -7.521 4.212 10.063
C -7.455 5.263 9.113
C -6.678 4.826 8.072
H -5.680 2.984 7.773
H -6.576 2.190 9.973
H -8.052 4.219 11.002
H -7.926 6.231 9.184
H -6.381 5.309 7.155
N 10.393 5.313 -2.219
C 9.283 5.959 -1.744
C 9.659 7.222 -1.366
C 11.048 7.345 -1.627
C 11.473 6.154 -2.155
H 10.413 4.369 -2.561
H 8.325 5.465 -1.715
H 9.009 7.975 -0.949
H 11.666 8.211 -1.449
H 12.446 5.832 -2.489
N 8.373 -6.557 -6.022
C 7.260 -5.916 -5.551
C 7.630 -4.650 -5.175
C 9.019 -4.521 -5.433
C 9.448 -5.712 -5.958
H 8.398 -7.502 -6.363
H 6.305 -6.416 -5.524
H 6.976 -3.899 -4.760
H 9.634 -3.652 -5.255
H 10.423 -6.031 -6.289
N -1.542 -1.306 -6.582
C -2.889 -1.567 -6.558
C -3.329 -1.618 -7.854
C -2.208 -1.386 -8.693
C -1.120 -1.200 -7.883
H -0.957 -1.208 -5.773
H -3.413 -1.690 -5.624
H -4.345 -1.803 -8.166
H -2.201 -1.360 -9.771
H -0.086 -1.000 -8.116
*
```

Atomic partial charges in e from the Löwdin method, atoms 1 to 99:
1 O 0.0447
2 C -0.7558
3 Br 0.7727
4 C -0.1074
5 O -0.0214
6 C -0.4149
7 O 0.2073
8 C -0.0280
9 C 0.0401
10 C 0.0029
11 N 0.1035
12 C 0.0291
13 C 0.0858
14 H 0.1442
15 H 0.1537
16 H 0.1128
17 H 0.1582
18 H 0.1890
19 H 0.1576
20 H 0.1330
21 N 0.0123
22 C -0.1378
23 C -0.1100
24 C -0.1355
25 C -0.1231
26 H 0.1475
27 H 0.1076
28 H 0.1058
29 H 0.0899
30 H 0.1107
31 N -0.0091
32 C -0.1353
33 C -0.0909
34 C -0.1122
35 C -0.1416
36 H 0.0928
37 H 0.1024
38 H 0.0982
39 H 0.0964
40 H 0.1045
41 N 0.0003
42 C -0.1652
43 C -0.0971
44 C -0.1019
45 C -0.1406
46 H 0.1104
47 H 0.1014
48 H 0.1002
49 H 0.0904
50 H 0.1054
51 N -0.0006
52 C -0.1470
53 C -0.1149
54 C -0.1123
55 C -0.1460
56 H 0.1257
57 H 0.1016
58 H 0.0898
59 H 0.0912
60 H 0.1054
61 N 0.0035
62 C -0.1354
63 C -0.1093
64 C -0.1175
65 C -0.1563
66 H 0.0695
67 H 0.1080
68 H 0.0941
69 H 0.0904
70 H 0.0993
71 N 0.0022
72 C -0.1580
73 C -0.1058
74 C -0.1037
75 C -0.1391
76 H 0.1286
77 H 0.1012
78 H 0.0932
79 H 0.0938
80 H 0.0878
81 N -0.0007
82 C -0.1421
83 C -0.1080
84 C -0.1100
85 C -0.1427
86 H 0.1395
87 H 0.0811
88 H 0.0865
89 H 0.0921
90 H 0.1053
91 N -0.0029
92 C -0.1417
93 C -0.1102
94 C -0.1114
95 C -0.1500
96 H 0.1261
97 H 0.1053
98 H 0.0919
99 H 0.0916